ORCA calculation (ωB97M-V with the def2-TZVPD basis set) on C20H25O2Si as an isolated structure at a distorted geometry.

ORCA input file:
```
! wB97M-V def2-TZVPD RIJCOSX def2/J DEFGRID3
* xyz 1 1
C 3.09969 1.37118 3.02235
O 1.78694 1.77694 2.59004
C 0.89907 0.86042 2.13477
C -0.48167 1.17619 2.57108
C -1.40338 0.12024 2.74111
C -2.71121 0.43459 3.13750
C -3.11089 1.78163 3.32514
C -2.15924 2.79972 3.18756
C -0.84207 2.51241 2.82759
H 3.63956 2.30730 3.17846
H 3.02351 0.80957 3.96640
H 3.59767 0.75107 2.25752
H 1.26997 -0.18421 2.01448
H -1.03206 -0.91323 2.65206
H -3.41109 -0.37958 3.34171
H -4.14842 1.99753 3.65245
H -2.44180 3.82319 3.41201
H -0.06227 3.28514 2.81425
C -2.73493 -3.14142 -0.83394
Si -1.86931 -1.61160 -1.40405
C -1.48663 -1.61976 -3.21641
C -2.70222 -0.02474 -0.95110
O -0.36420 -1.65374 -0.47051
C 0.68418 -0.82219 -0.53280
C 0.81395 0.38937 0.27061
C 1.97604 1.15203 -0.35693
C 2.41311 0.29508 -1.52432
C 3.31616 0.60426 -2.55959
C 3.49811 -0.30223 -3.60354
C 2.74508 -1.50392 -3.64702
C 1.84891 -1.81871 -2.65793
C 1.70093 -0.92546 -1.55306
H -3.72389 -3.19769 -1.30871
H -2.17940 -4.04340 -1.11186
H -2.87816 -3.14261 0.25144
H -2.44342 -1.56753 -3.75643
H -0.88941 -0.75151 -3.51845
H -0.96833 -2.52757 -3.54077
H -3.69461 -0.01480 -1.42758
H -2.83770 0.09709 0.12901
H -2.14748 0.84351 -1.33144
H -0.18301 0.93797 0.24341
H 1.57183 2.12036 -0.65973
H 2.83694 1.34722 0.29070
H 3.85681 1.56006 -2.51869
H 4.18806 -0.07166 -4.39787
H 2.90668 -2.19938 -4.47170
H 1.23358 -2.73715 -2.65725
*
```

HOMO ... -11.608 eV

Results of the Löwdin charge analysis, in e, for atoms 1 through 6: number 1, C, carries -0.02; number 2, O, carries -0.11; number 3, C, carries -0.16; number 4, C, carries -0.20; number 5, C, carries -0.03; number 6, C, carries -0.07

ORCA calculation (ωB97M-V with the def2-TZVPD basis set) on C29H25Cl2N3O5PtSi as an isolated structure at a distorted geometry.

ORCA input file:
```
! wB97M-V def2-TZVPD RIJCOSX def2/J DEFGRID3
* xyz -1 4
Pt 1.10845 0.12493 -0.22320
O 6.94762 -1.09785 1.14820
C 6.96098 -0.33581 0.09064
O 7.96730 0.08515 -0.41899
C 5.65604 0.07115 -0.50402
C 5.52791 0.92648 -1.56427
N 4.20577 1.07519 -1.81797
N 3.44910 0.39708 -0.95263
C 4.31990 -0.18802 -0.16625
C 3.77963 -0.97284 0.96274
O 4.51596 -1.72412 1.61279
O 2.52579 -0.86101 1.23711
H 5.99770 -1.46812 1.39486
H 6.28712 1.43056 -2.15746
H 3.78363 1.67087 -2.52736
Cl 0.80284 4.25280 -2.68156
C 1.35758 4.65157 -1.05863
Cl 3.09137 5.08170 -1.12452
H 1.23690 3.81025 -0.36186
H 0.82840 5.54030 -0.68915
O 1.02280 2.08942 0.60397
N 0.09003 2.52525 1.49738
C -1.09509 3.11590 1.00248
C -2.23082 3.18028 1.77130
C -2.28165 2.47062 2.98656
C -1.10595 1.78730 3.41803
C 0.05494 1.87431 2.70476
H -1.08029 3.51255 -0.01108
H -3.16535 3.57626 1.43804
H -3.21559 2.33435 3.53071
H -1.09804 1.25456 4.34696
H 0.96910 1.41192 3.01900
C -3.75612 2.23964 -2.45341
C -3.03754 1.31824 -3.20859
C -2.26838 0.32230 -2.59965
C -2.28407 0.20084 -1.20450
C -3.07828 1.05488 -0.46141
C -3.86848 2.02776 -1.09779
Si -1.00831 -0.92310 -0.30524
C -1.72992 -1.36492 1.37588
C -0.87373 -1.59937 2.45498
C -1.27721 -2.23712 3.57216
C -2.58019 -2.69567 3.63610
C -3.46735 -2.44629 2.61402
C -3.04885 -1.76031 1.46143
C -0.88029 -2.49298 -1.35135
C 0.28742 -3.29784 -1.25460
C 0.47721 -4.51512 -1.95714
C -0.48761 -4.85646 -2.86292
C -1.60079 -4.05967 -3.04082
C -1.83817 -2.94471 -2.27887
H -4.22448 3.14168 -2.87100
H -3.02980 1.41311 -4.31352
H -1.64686 -0.35103 -3.18218
H -2.96761 1.07782 0.61406
H -4.42423 2.77692 -0.53713
H 0.17251 -1.22503 2.40729
H -0.59549 -2.33844 4.43813
H -2.92304 -3.18515 4.51104
H -4.50704 -2.70551 2.69514
H -3.74871 -1.54897 0.68573
H 1.08005 -2.93775 -0.56531
H 1.40704 -5.07047 -1.82677
H -0.39333 -5.71416 -3.52559
H -2.30852 -4.46457 -3.71939
H -2.78387 -2.44152 -2.35542
*
```

HOMO (spin up / spin down) ... -2.668 / -5.872 eV
ΔE to the lowest compared entry with this formula, charge and spin ... 0.0 kcal per mole

Results of the Löwdin charge analysis, in e, for atoms 1 through 6: number 1, Pt, carries 0.98; number 2, O, carries 0.11; number 3, C, carries -0.54; number 4, O, carries 0.08; number 5, C, carries -0.05; number 6, C, carries 0.00

ORCA calculation (ωB97M-V with the def2-TZVPD basis set) on C22H38OsP2 as an isolated structure at a distorted geometry.

ORCA input file:
```
! wB97M-V def2-TZVPD RIJCOSX def2/J DEFGRID3
* xyz 2 5
P 2.00181 1.31321 0.28754
P -1.40700 1.20291 -0.89768
C 1.51382 1.53297 -1.57975
C 0.16953 1.97483 -1.96277
H 1.71299 0.52567 -1.88416
H 2.28420 2.16421 -2.05864
H 0.02450 3.02801 -1.96640
H 0.06207 1.73977 -3.02777
C -2.02599 0.66225 -2.93340
H -3.04024 0.16253 -2.86484
H -1.33727 0.03062 -3.52427
H -2.16218 1.61795 -3.52167
C -2.75923 2.37557 -1.35306
H -2.89088 2.83403 -2.33930
H -2.69926 3.18020 -0.64264
H -3.69602 1.82394 -1.22373
C 3.89069 1.31800 -0.64972
H 4.70598 1.23111 0.08422
H 4.01156 2.26750 -1.25318
H 3.96971 0.46450 -1.37193
C 1.82008 2.81297 1.33384
H 0.82741 3.22808 1.09301
H 2.61968 3.54153 1.15306
H 1.78344 2.50958 2.41170
Os -1.62552 1.16051 1.18894
C 1.14777 -1.84402 -2.67358
C 2.57082 -1.87251 -2.66890
C 2.86524 -3.36952 -2.66437
C 3.18263 -3.47745 -1.11411
C 3.49746 -1.99991 -0.85456
C 2.58265 -1.38061 0.12701
C 1.05887 -1.30803 -0.09909
C 0.44614 -2.15354 -1.27294
C -0.80631 1.37313 3.24521
H 0.47048 -2.13922 -3.47282
H 3.28761 -1.04866 -2.97794
H 3.66242 -3.89570 -3.23192
H 1.91339 -3.90196 -2.90714
H 2.31805 -3.85912 -0.53221
H 3.95210 -4.19702 -0.76081
H 4.56948 -1.76404 -1.00249
H 2.81572 -1.62638 1.15545
H 0.51702 -0.33462 -0.23232
H 0.63189 -1.65211 0.84949
H 0.51139 -3.19052 -0.95930
H -0.62844 -2.00683 -1.47007
H -0.80653 2.46171 3.27611
H 0.17215 0.99564 3.44271
H -1.44967 1.09550 4.09975
C -3.39096 -0.54744 0.59514
C -2.87392 -0.25733 1.89923
C -3.13837 1.14229 2.55181
C -3.43030 1.13640 3.97576
C -3.46188 -0.06133 4.69733
C -2.98982 -1.29643 4.12033
C -2.59975 -1.37631 2.78867
H -3.38155 -1.61014 0.20601
H -4.14263 0.05460 0.29737
H -3.70397 1.97006 2.08668
H -3.71598 2.08892 4.46643
H -3.96300 -0.23858 5.67885
H -3.00703 -2.26421 4.62615
H -2.43703 -2.34716 2.21170
*
```

HOMO (spin up / spin down) ... -13.460 / -13.617 eV
ΔE to the lowest compared entry with this formula, charge and spin ... 250.3 kcal per mole

Results of the Löwdin charge analysis, in e, for atoms 1 through 6: number 1, P, carries 0.99; number 2, P, carries 0.75; number 3, C, carries -0.43; number 4, C, carries -0.32; number 5, H, carries 0.02; number 6, H, carries 0.08

ORCA calculation (ωB97M-V with the def2-TZVPD basis set) on a 2-piece molecular cluster, C4H11O2P overall at a distorted geometry.

ORCA input file:
```
! wB97M-V def2-TZVPD RIJCOSX def2/J DEFGRID3
* xyz 0 3
C 0.75684 -0.55618 1.02115
C -0.36290 1.42393 -0.11866
C -1.62098 -0.04241 1.45033
C -0.53006 -0.03776 0.40966
O 2.55797 -1.22605 -2.27642
O -1.00224 -0.90487 -0.65740
P 2.20159 -0.67949 -3.63584
H 1.44789 -0.69314 0.17685
H 1.28430 0.10488 1.68614
H 0.67205 -1.61619 1.32802
H 0.48327 1.83095 0.42444
H -1.25174 2.04662 0.26704
H -0.21607 1.45469 -1.17124
H -2.46312 0.30719 0.86284
H -1.86872 -1.06655 1.85191
H -1.30090 0.52712 2.23966
H 2.44856 0.79551 -3.64730
H -1.23572 -1.66826 -0.21118
*
```

HOMO (spin up / spin down) ... -7.945 / -10.121 eV
ΔE to the lowest compared entry with this formula, charge and spin ... 0.0 kcal per mole

Results of the Löwdin charge analysis, in e, for atoms 1 through 6: number 1, C, carries -0.05; number 2, C, carries -0.01; number 3, C, carries -0.06; number 4, C, carries -0.65; number 5, O, carries -0.58; number 6, O, carries -0.02

ORCA calculation (ωB97M-V with the def2-TZVPD basis set) on a 2-piece molecular cluster, C3H9OS overall at a distorted geometry.

ORCA input file:
```
! wB97M-V def2-TZVPD RIJCOSX def2/J DEFGRID3
* xyz -1 1
C 1.57830 -0.70746 2.26766
O 0.26900 -0.93074 1.98117
H 1.81990 0.28712 3.03727
H 1.99875 -1.56277 2.92286
H 2.24964 -0.67875 1.42354
C -0.90676 -1.07045 -1.10703
S -0.92627 0.77975 -1.48910
C 0.45312 1.26145 -0.50790
H -1.70708 -1.60037 -1.64412
H -1.05223 -1.15323 0.02493
H 0.16378 -1.36006 -1.14184
H 0.51479 2.23947 -0.33322
H 0.44128 0.86248 0.54803
H 1.49156 1.03468 -0.77757
*
```

HOMO ... -2.408 eV
ΔE to the lowest compared entry with this formula, charge and spin ... 71.1 kcal per mole

Results of the Löwdin charge analysis, in e, for atoms 1 through 6: number 1, C, carries -0.51; number 2, O, carries -0.44; number 3, H, carries 0.06; number 4, H, carries 0.02; number 5, H, carries 0.00; number 6, C, carries -0.39

ORCA calculation (ωB97M-V with the def2-TZVPD basis set) on C17H25Al2BrCl2F3N6O12PS2 as an isolated structure at a distorted geometry.

ORCA input file:
```
! wB97M-V def2-TZVPD RIJCOSX def2/J DEFGRID3
* xyz 0 1
C -4.35220 0.98857 3.10382
C -3.06337 0.02786 3.28267
Cl -3.18685 -1.46438 4.43594
C -1.83098 0.32484 2.53917
Cl -0.45657 -0.95392 2.83624
C -1.43339 1.47783 1.50301
C -0.12305 2.28291 2.16895
C -0.33567 2.72073 3.73257
N 0.11536 1.66208 4.75011
N 0.64429 3.89295 3.96399
N -1.70145 3.26646 4.07863
O -0.99699 0.73175 0.27053
C 0.00173 1.46616 -0.49453
O -0.17889 2.52051 -1.29281
Br 1.92258 0.77672 -0.43190
P -2.62280 2.78744 0.90903
S -3.83098 2.26690 -0.53987
H -4.21341 2.05274 3.56948
H -5.26927 0.48327 3.64976
H -4.65760 1.01665 1.94997
H 0.82587 1.55788 2.16843
H 0.10405 3.30050 1.58560
H 0.18379 2.17572 5.66883
H 1.02396 1.23165 4.47292
H 0.49919 4.31670 4.90637
H 0.49714 4.64456 3.25599
H -1.62319 4.30772 3.87084
H -1.79809 3.25159 5.13947
H -3.44904 3.37167 1.97238
H -1.84107 3.91840 0.39178
N -4.24519 5.52005 4.52476
O -3.46130 5.42628 3.56572
O -3.91512 5.08717 5.64132
O -5.35905 6.04665 4.36726
Al 1.31561 4.42069 6.69717
F -3.40370 -0.85838 6.92191
F 1.96614 0.18454 2.76624
F -4.65147 7.03632 2.26072
O -1.69555 6.47876 7.15353
H -2.51058 6.39231 6.63662
H -1.83729 5.89444 7.91344
N 3.05940 -3.38056 -1.42383
C 3.69250 -4.56080 -1.13269
C 4.09278 -4.51553 0.18410
C 3.68138 -3.26638 0.70717
C 3.04323 -2.58704 -0.30635
H 2.66501 -3.13408 -2.32235
H 3.80509 -5.32911 -1.88584
H 4.62268 -5.29818 0.71136
H 3.83360 -2.90190 1.71487
H 2.58141 -1.60898 -0.32831
Al -0.88679 -2.00016 0.74221
C 0.96523 -0.63237 -7.10060
C 1.44807 -1.63846 -7.93892
C 1.62877 -2.93256 -7.44694
C 1.31699 -3.21034 -6.10888
C 0.83940 -2.20043 -5.26303
C 0.66548 -0.90940 -5.76568
N 1.48063 -4.57455 -5.59252
O 1.92361 -5.43588 -6.36684
O 1.16272 -4.78784 -4.41376
H 0.82065 0.37385 -7.49026
H 1.68086 -1.41443 -8.97775
H 2.00583 -3.70553 -8.11304
H 0.59818 -2.40096 -4.22123
H 0.29241 -0.11924 -5.11783
O 3.89019 -8.51804 -9.85700
S 3.58508 -7.97251 -8.52176
O 4.27387 -6.68048 -8.34965
O 4.04627 -8.91674 -7.48791
O 2.12987 -7.77464 -8.39279
*
```

HOMO ... -8.156 eV

Results of the Löwdin charge analysis, in e, for atoms 1 through 6: number 1, C, carries -0.12; number 2, C, carries -0.48; number 3, Cl, carries 0.64; number 4, C, carries -0.44; number 5, Cl, carries 0.60; number 6, C, carries -0.52

ORCA calculation (ωB97M-V with the def2-TZVPD basis set) on C18H28N4O6PSbSe4TeZn as an isolated structure.

ORCA input file:
```
! wB97M-V def2-TZVPD RIJCOSX def2/J DEFGRID3
* xyz -2 1
Zn -0.74707 -0.49450 -0.27124
O 5.96204 -1.85486 1.38265
C 5.62069 -1.09309 0.22109
C 4.13510 -0.90893 0.14160
C 3.59774 0.28370 -0.34434
C 2.22850 0.40610 -0.41852
N 1.39472 -0.56008 -0.02345
C 1.89627 -1.72157 0.40091
C 3.27455 -1.91783 0.50163
C 0.90126 -2.74076 0.83055
C 1.25983 -3.99238 1.31594
C 0.27789 -4.88578 1.70211
C 0.67216 -6.23834 2.22494
O 1.34658 -6.16512 3.49096
C -1.04835 -4.49644 1.58826
C -1.33038 -3.23030 1.10755
N -0.37939 -2.36362 0.76591
H 6.88893 -2.09561 1.31657
H 5.96300 -1.61365 -0.67957
H 6.10384 -0.11335 0.24972
H 4.23380 1.10220 -0.65888
H 1.75560 1.29903 -0.81222
H 3.67358 -2.86179 0.84147
H 2.30052 -4.29569 1.31257
H 1.31296 -6.73636 1.49038
H -0.20810 -6.85722 2.38601
H 1.95797 -5.42333 3.43967
H -1.86094 -5.17306 1.82222
H -2.35086 -2.88837 0.97760
Se -3.16406 -4.31594 -1.69514
Sb -2.77772 -2.03840 -2.51806
Se -3.14860 -0.54531 -0.35315
Se -0.12359 -1.53818 -2.63332
Se 1.12282 -3.43639 -2.34877
C -4.75949 3.01418 -1.26370
C -3.63586 3.38900 -2.20738
O -2.39366 3.07378 -1.58384
P -1.09548 2.41137 -2.30329
O -0.49413 1.48709 -1.27923
Te -1.48377 1.81422 -4.54252
O -0.06028 3.68848 -2.24359
C -0.28186 4.86529 -3.00623
C 1.05907 5.43897 -3.41060
H -5.72040 3.14474 -1.76979
H -4.74751 3.63625 -0.36359
H -4.64671 1.96834 -0.96834
H -3.65306 4.45971 -2.43694
H -3.73213 2.84749 -3.14556
H -0.84478 5.58553 -2.40155
H -0.86973 4.63091 -3.89647
H 1.66268 5.65799 -2.52693
H 0.92346 6.35874 -3.98685
H 1.59468 4.70914 -4.02001
C -1.95800 0.68159 4.13865
N -1.75303 1.83899 3.28762
C -1.11160 1.69361 2.07364
N -1.10457 2.78550 1.26459
O -0.51192 0.65822 1.79874
H -1.77260 0.94045 5.18315
H -1.24923 -0.08190 3.82959
H -2.96569 0.26870 4.04311
H -2.42606 2.58125 3.35700
H -1.89034 3.41197 1.30950
H -0.81928 2.54561 0.31716
*
```

HOMO ... -0.412 eV
ΔE to the lowest compared entry with this formula, charge and spin ... 62.8 kcal per mole

Results of the Löwdin charge analysis, in e, for atoms 1 through 6: number 1, Zn, carries 0.10; number 2, O, carries -0.07; number 3, C, carries -0.21; number 4, C, carries -0.20; number 5, C, carries -0.01; number 6, C, carries -0.09

ORCA calculation (ωB97M-V with the def2-TZVPD basis set) on one molecule with the formula C4H6O2 at a distorted geometry.

ORCA input file:
```
! wB97M-V def2-TZVPD RIJCOSX def2/J DEFGRID3
* xyz 0 1
C 0.23517 0.42180 -1.21727
O -1.12719 0.18275 -0.94002
C -1.22140 -0.25165 0.41411
C 0.18988 -0.28190 0.98065
O 1.06532 -1.17901 0.41107
C 0.96946 0.52781 0.05662
H 0.76147 -0.54985 -1.24175
H 0.39138 1.03393 -2.10493
H -1.80248 0.48904 0.97542
H -1.70593 -1.23240 0.45455
H 0.30819 -0.15853 2.04832
H 1.93611 0.99801 0.16323
*
```

SMILES ... C1OC[C@H]2O[C@@H]12
HOMO ... -9.161 eV
ΔE to the lowest compared entry with this formula, charge and spin ... 88.6 kcal per mole

Results of the Löwdin charge analysis, in e, for atoms 1 through 6: number 1, C, carries -0.18; number 2, O, carries -0.10; number 3, C, carries -0.13; number 4, C, carries -0.38; number 5, O, carries -0.05; number 6, C, carries 0.02